C56H73FO2P | wB97M-V/def2-TZVPD

```
! RIJCOSX wB97M-V def2-TZVPD def2/J DEFGRID3
* xyz -1 1
C 5.06645 0.78875 1.01681
C 4.66506 1.34045 -0.36276
C 3.87084 0.34977 -1.20886
C 2.46069 0.09339 -0.68304
C 1.66131 -0.86205 -1.58192
C 0.15810 -0.58686 -1.67784
C -0.70249 -1.01989 -0.48352
C -0.49176 -0.29086 0.86776
C -1.70294 0.49134 1.44239
C -1.52103 2.01289 1.58907
C -1.98377 2.83600 0.38534
C -1.08991 2.61420 -0.84526
C -0.43705 3.85070 -1.43925
C 0.43076 4.62067 -0.44080
O 1.36247 5.32267 -1.19469
P 1.93834 4.33162 -2.51892
F 1.23462 5.42591 -3.62434
O 0.44106 3.43703 -2.44495
H 4.83377 1.48807 1.82130
H 6.13562 0.57427 1.07356
H 4.54319 -0.14423 1.23936
H 4.07044 2.24845 -0.25664
H 5.56149 1.63529 -0.91325
H 3.78511 0.73587 -2.22914
H 4.41747 -0.60202 -1.27249
H 2.51317 -0.30547 0.33567
H 1.94670 1.05849 -0.61629
H 1.82456 -1.89921 -1.26336
H 2.07365 -0.78941 -2.59407
H -0.22786 -1.11826 -2.55551
H 0.01507 0.47419 -1.88766
H -0.54500 -2.09518 -0.33202
H -1.75105 -0.91673 -0.78206
H 0.35335 0.39148 0.78982
H -0.18826 -1.03492 1.60938
H -2.59366 0.30537 0.82998
H -1.93163 0.09029 2.43490
H -0.46201 2.22784 1.76788
H -2.05285 2.35331 2.48336
H -3.01949 2.56526 0.15034
H -2.00545 3.89350 0.66435
H -0.25802 1.96377 -0.57343
H -1.63870 2.09858 -1.63825
H -1.20091 4.52738 -1.86046
H 0.93428 3.89298 0.22888
H -0.13828 5.31056 0.19140
H 2.56204 3.43252 -1.56525
H 3.11921 5.12848 -2.57390
H 2.31392 3.49794 -3.61406
C -5.96570 4.24950 4.77864
C -5.97698 4.27980 3.39063
C -5.38334 3.25364 2.66867
C -4.77944 2.19686 3.33581
C -4.76634 2.16597 4.72331
C -5.36151 3.19183 5.44494
H -6.42962 5.04891 5.34302
H -6.44326 5.10700 2.87053
H -5.37971 3.28148 1.58655
H -4.30550 1.40368 2.77050
H -4.28905 1.34381 5.24155
H -5.35461 3.16756 6.52787
C -5.15954 -2.27395 1.13687
C -3.83278 -2.54119 0.82737
C -3.51680 -3.59977 -0.01176
C -4.52404 -4.39679 -0.53829
C -5.85112 -4.12837 -0.22989
C -6.16857 -3.06660 0.60682
H -5.40707 -1.44536 1.78897
H -3.04388 -1.92192 1.23380
H -2.48147 -3.80638 -0.25169
H -4.27342 -5.22423 -1.19030
H -6.63922 -4.74493 -0.64387
H -7.20352 -2.85560 0.84503
C 0.05184 -7.92765 1.03724
C 0.66552 -6.74568 1.42909
C -0.10673 -5.66511 1.83372
C -1.49109 -5.76727 1.84486
C -2.10509 -6.94682 1.44627
C -1.33315 -8.02793 1.04327
H 0.65269 -8.77221 0.72224
H 1.74446 -6.65993 1.41057
H 0.37113 -4.74115 2.13417
H -2.09545 -4.92479 2.15563
H -3.18551 -7.01887 1.44828
H -1.81047 -8.94901 0.73295
C -6.14283 8.34261 9.21463
C -6.14635 8.37749 7.82690
C -5.55894 7.34746 7.10525
C -4.96858 6.28189 7.77098
C -4.96207 6.24905 9.15872
C -5.55016 7.27863 9.88062
H -6.60014 9.14653 9.77743
H -6.60436 9.20938 7.30714
H -5.55405 7.37696 6.02292
H -4.50624 5.48283 7.20552
H -4.49777 5.42002 9.67763
H -5.54477 7.25287 10.96296
C 1.54732 -5.52955 -1.99829
C 2.12166 -4.48794 -2.71323
C 3.44376 -4.57764 -3.12942
C 4.18917 -5.71070 -2.83481
C 3.61337 -6.75649 -2.12483
C 2.29339 -6.66375 -1.70651
H 0.51970 -5.46008 -1.66276
H 1.54542 -3.60155 -2.94481
H 3.89092 -3.76122 -3.68194
H 5.21938 -5.77958 -3.16208
H 4.19170 -7.64505 -1.90301
H 1.83970 -7.47549 -1.15318
C 6.87987 8.55338 -3.11143
C 6.43607 8.80848 -4.40205
C 5.18076 8.36776 -4.80310
C 4.36794 7.67540 -3.91579
C 4.81095 7.42436 -2.62416
C 6.06631 7.86047 -2.22346
H 7.86061 8.89200 -2.79904
H 7.07002 9.34681 -5.09656
H 4.83721 8.56023 -5.81228
H 3.39308 7.31225 -4.21832
H 4.16729 6.87760 -1.94757
H 6.41257 7.65605 -1.21770
C 4.53968 -10.06908 -7.22196
C 5.34541 -9.26503 -6.42734
C 4.76882 -8.35860 -5.54803
C 3.38764 -8.25442 -5.46135
C 2.58272 -9.05874 -6.25676
C 3.15792 -9.96556 -7.13651
H 4.98867 -10.77532 -7.90896
H 6.42320 -9.34373 -6.49483
H 5.39477 -7.72826 -4.92907
H 2.94255 -7.54685 -4.77327
H 1.50524 -8.97724 -6.18993
H 2.52911 -10.59131 -7.75734
*
```

Properties
Frontier orbital gap: 7.086 eV
LUMO level: 0.0740 Ha
Max |F|: 0.15 eV/A
M: 828.2 g/mol